A structure of composition H21O10 in a non-equilibrium geometry, computed with wB97M-V/def2-TZVPD.

Results
E_HOMO = -13.2 eV
Charge = +1
Energy above the lowest of the compared OMol25 structures with the same formula, charge and spin = 368.6 kJ/mol
Molar mass = 181.2 g mol⁻¹
Multiplicity = 1
HOMO-LUMO gap = 10.036 eV

Last column: Löwdin charge in e.
Atoms and positions in Å:
1 O 0.66 -1.26 0.43  0.0021
2 H 1.13 -1.22 -0.76  0.0521
3 H 3.12 0.53 0.19  0.0067
4 O 3.67 0.29 0.92  -0.0403
5 H -0.60 0.72 1.97  -0.0902
6 H -3.31 2.45 0.02  0.0701
7 O -2.64 2.25 0.69  -0.0365
8 H 0.38 -2.13 0.80  0.1196
9 H -3.09 2.01 1.53  0.0942
10 O -0.80 -1.93 2.86  -0.1029
11 H -1.68 -2.10 3.17  0.0373
12 H -0.19 -1.26 3.45  0.1365
13 O 1.46 -1.38 -1.84  0.1038
14 H 1.49 0.10 2.71  0.0501
15 H 0.83 -2.09 -2.24  0.1824
16 O 1.89 1.00 -2.99  -0.0841
17 H 1.06 1.07 -3.52  0.0723
18 H 1.38 -0.51 -2.33  0.0758
19 O -1.00 0.52 1.23  -0.0448
20 H 2.29 1.94 -2.82  0.1474
21 H -1.80 0.97 0.92  -0.0188
22 O -1.37 -1.55 -1.36  -0.0732
23 H -1.54 -1.85 -0.36  0.1273
24 H 0.88 -0.56 1.09  0.0398
25 O -1.77 1.63 -2.55  -0.0683
26 H 3.25 -0.53 1.25  0.0516
27 O 1.12 0.77 2.14  -0.0869
28 H 1.73 1.61 2.35  0.1900
29 H -2.04 -1.85 -1.92  0.0219
30 H -2.77 1.68 -2.45  0.0753
31 H -1.73 0.68 -2.57  -0.0104